# 1
15
Properties=species:S:1:pos:R:3:mulliken_charge:R:1 method="wB97M-V/def2-TZVPD" e_homo_ev=-8.67 charge=0 relative_energy_kj_mol=482.4 lumo_energy_ev=0.211 multiplicity=1
C -0.489 -0.490 1.798 -0.651
C -0.417 0.983 1.553 -0.444
O 0.749 1.309 0.885 -0.163
C 0.893 0.747 -0.356 0.429
N 1.970 0.559 -0.983 -0.660
C -0.487 0.474 -0.935 -0.334
N -0.631 -0.893 -1.361 -0.498
H 0.055 -1.185 1.142 0.301
H -1.518 -0.834 1.947 0.280
H -0.008 -0.498 2.790 0.340
H -1.200 0.730 -0.116 0.265
H 2.791 0.813 -0.431 0.278
H -0.719 1.226 -1.700 0.364
H -1.181 -0.971 -2.205 0.228
H 0.274 -1.323 -1.516 0.266

---

# 2
21
Properties=species:S:1:pos:R:3:mulliken_spin:R:1 method="wB97M-V/def2-TZVPD" e_homo_ev="0.76 / -6.38" charge=-1 relative_energy_kj_mol=113.7 lumo_energy_ev="2.832 / 2.767" multiplicity=2
C 1.179 2.144 -1.450 0.146
C 0.995 2.128 0.150 -0.019
C 1.344 0.629 0.605 0.514
C 0.838 0.287 1.973 -0.105
S -0.124 1.534 2.998 0.098
H 1.461 3.179 -1.600 -0.026
H 1.814 1.416 -1.930 -0.072
H 0.153 2.052 -1.765 -0.032
H -0.077 2.312 0.150 -0.024
H 1.510 3.022 0.481 -0.016
H 2.433 0.629 0.589 0.100
H 1.023 -0.030 -0.216 0.082
H 1.648 -0.043 2.669 -0.046
H 0.209 -0.626 1.869 -0.261
H 0.541 2.605 2.689 -0.006
H -4.812 -2.951 -0.619 -0.055
H -3.521 -2.757 -1.563 -0.132
O -4.473 -2.603 -1.444 0.376
H -0.381 -3.564 -1.201 -0.258
H -0.687 -5.120 -1.278 -0.409
O -1.073 -4.246 -1.106 1.144

---

# 3
70
Properties=species:S:1:pos:R:3:mulliken_spin:R:1 method="wB97M-V/def2-TZVPD" e_homo_ev="-5.62 / -5.62" charge=-1 relative_energy_kj_mol=0.0 lumo_energy_ev="0.637 / 0.633" multiplicity=4
Cr 0.078 0.649 0.339 3.076
Cl -2.323 3.831 6.141 0.001
C -1.762 3.392 4.547 0.009
C -1.664 2.057 4.201 -0.002
C -1.215 1.768 2.931 0.004
Cl -1.088 0.070 2.439 -0.014
C -0.849 2.716 1.978 0.005
O -0.432 2.405 0.771 -0.018
C -0.968 4.052 2.387 0.006
Cl -0.541 5.300 1.268 0.001
C -1.420 4.389 3.648 -0.005
H -1.932 1.275 4.895 0.000
H -1.504 5.430 3.926 0.000
O 3.504 6.262 -7.845 0.000
S 3.484 6.203 -6.400 0.000
O 2.210 6.508 -5.782 0.000
O 4.644 6.776 -5.741 0.000
C 3.713 4.441 -6.048 -0.001
N 4.580 3.766 -6.814 0.002
C 4.795 2.503 -6.502 -0.001
C 4.174 1.865 -5.437 0.002
C 3.287 2.646 -4.718 0.001
N 3.054 3.915 -5.018 0.001
C 2.528 2.127 -3.530 0.002
C 1.738 3.002 -2.794 -0.011
C 1.060 2.535 -1.686 0.013
N 1.146 1.255 -1.293 -0.033
C 1.890 0.400 -2.002 0.020
C 2.587 0.800 -3.122 -0.008
H 5.499 1.961 -7.127 0.000
H 4.389 0.834 -5.203 0.000
H 1.666 4.038 -3.096 0.000
H 0.444 3.178 -1.074 -0.009
H 1.913 -0.622 -1.647 -0.007
H 3.165 0.064 -3.660 0.000
O 1.126 -1.130 0.570 0.008
C 1.940 -0.499 1.321 -0.009
O 1.723 0.737 1.496 -0.034
C 3.081 -1.180 1.953 -0.010
C 3.272 -2.534 1.710 0.003
C 4.340 -3.225 2.288 -0.002
C 5.173 -2.490 3.096 0.004
O 6.268 -2.932 3.774 0.001
C 6.824 -1.780 4.423 0.000
O 5.952 -0.678 4.182 0.000
C 4.980 -1.139 3.335 -0.002
C 3.944 -0.443 2.781 0.004
H 2.574 -3.048 1.066 0.002
H 4.506 -4.277 2.111 0.000
H 7.805 -1.570 3.990 0.000
H 6.876 -1.969 5.495 0.000
H 3.782 0.610 2.957 0.001
O -3.129 1.188 0.321 0.013
C -2.625 0.718 -0.675 0.012
O -1.394 0.320 -0.815 -0.019
C -3.459 0.448 -1.914 -0.013
C -4.756 0.936 -1.986 0.000
C -5.500 0.659 -3.114 -0.001
C -5.032 -0.087 -4.177 0.001
C -3.738 -0.552 -4.060 0.000
C -2.938 -0.301 -2.964 0.008
N -3.188 -1.377 -5.169 0.000
O -2.058 -1.795 -5.043 0.000
O -3.945 -1.662 -6.072 0.000
N -6.894 1.173 -3.193 0.000
O -7.547 0.865 -4.167 0.000
O -7.271 1.893 -2.296 0.000
H -5.162 1.513 -1.168 0.000
H -5.640 -0.295 -5.042 0.000
H -1.928 -0.674 -2.921 -0.003

---

# 4
57
Properties=species:S:1:pos:R:3:mulliken_charge:R:1 method="wB97M-V/def2-TZVPD" e_homo_ev=-9.67 charge=0 lumo_energy_ev=0.241 multiplicity=1
C -3.772 2.700 -0.065 -1.120
C -3.087 1.882 1.075 -0.504
B -1.666 1.318 0.753 -0.429
O -0.560 1.855 1.417 -0.357
C -1.291 0.158 -0.312 2.712
C -0.291 0.923 -1.263 -2.798
C 0.162 0.227 -2.540 -0.015
C 1.067 1.201 -3.341 -0.862
C 1.127 0.863 -4.813 -0.797
O 0.004 1.492 -5.464 -0.256
C -0.202 1.092 -6.723 0.088
O 0.644 0.665 -7.453 -0.490
C -0.517 -1.051 0.333 -0.850
C -0.578 -1.090 1.869 -1.758
C -1.916 -1.414 2.446 0.862
O -2.814 -1.977 1.924 -0.389
Cl -2.105 -0.842 4.138 -0.215
C -0.797 -2.471 -0.233 -0.041
Br 0.772 -3.194 -1.180 -0.150
C -2.038 -2.664 -1.080 -1.095
O -2.274 -1.629 -2.038 -0.404
S -2.709 -0.271 -1.314 1.499
O -2.865 0.704 -2.349 -0.733
O -3.859 -0.550 -0.509 -0.744
H -4.180 3.621 0.348 0.323
H -3.109 2.905 -0.902 0.236
H -4.623 2.135 -0.441 0.359
H -3.744 1.051 1.344 0.329
H -2.996 2.505 1.968 0.474
H -0.430 2.758 1.099 0.250
H -0.793 1.854 -1.551 0.761
H 0.574 1.201 -0.660 0.561
H -0.655 -0.050 -3.198 0.461
H 0.805 -0.611 -2.275 0.023
H 2.085 1.071 -2.958 0.408
H 0.797 2.243 -3.168 0.426
H 1.136 -0.214 -4.989 0.351
H 2.052 1.250 -5.245 0.532
H -1.251 1.189 -7.024 0.386
H 0.533 -0.860 0.118 0.890
H 0.071 -1.920 2.182 0.744
H -0.112 -0.219 2.332 -0.297
H -0.914 -3.158 0.600 0.678
H -2.907 -2.835 -0.445 0.367
H -1.912 -3.583 -1.652 0.523
Cl 1.800 0.815 2.952 -0.040
C 3.109 -0.041 3.701 0.225
C 3.617 0.454 4.895 -0.487
C 4.658 -0.199 5.531 -0.543
C 5.196 -1.352 4.976 -0.502
C 4.693 -1.844 3.784 -0.470
C 3.650 -1.190 3.144 0.439
Cl 3.060 -1.840 1.654 -0.135
H 3.193 1.351 5.323 0.412
H 5.049 0.192 6.461 0.368
H 6.008 -1.868 5.470 0.371
H 5.109 -2.740 3.346 0.420

---

# 5
9
Properties=species:S:1:pos:R:3:mulliken_charge:R:1 method="wB97M-V/def2-TZVPD" e_homo_ev=-8.60 charge=0 relative_energy_kj_mol=149.3 lumo_energy_ev=-0.054 multiplicity=1
N 1.019 0.249 -1.407 -0.554
S 1.915 -0.982 -0.188 -0.368
H 0.877 -0.288 -2.224 0.320
H 0.226 0.623 -0.858 0.382
H 1.639 1.037 -1.396 0.347
N -0.841 -0.223 0.972 -0.296
C -1.795 -0.064 1.682 0.290
S -3.185 -0.020 2.387 -0.346
H 0.146 -0.332 1.031 0.224

---

# 6
22
Properties=species:S:1:pos:R:3:mulliken_charge:R:1 method="wB97M-V/def2-TZVPD" e_homo_ev=-2.26 charge=-1 relative_energy_kj_mol=44.6 lumo_energy_ev=3.440 multiplicity=1
C -0.352 -1.493 -2.724 -1.733
C -0.641 -0.462 -1.624 0.965
C -1.431 0.716 -2.205 -1.447
C 0.664 0.024 -1.032 -1.183
C 0.567 0.750 0.313 -0.608
N 0.914 -0.145 1.421 -0.422
C 0.717 0.478 2.774 -0.277
O -0.424 0.166 3.362 -0.879
H -1.290 -1.792 -3.205 0.419
H 0.202 -1.022 -3.538 0.343
H 0.147 -2.377 -2.329 0.414
H -1.259 -0.964 -0.884 0.305
H -2.512 0.620 -2.059 0.323
H -1.245 0.828 -3.284 0.342
H -1.150 1.653 -1.725 0.389
H 1.117 0.695 -1.772 0.323
H 1.376 -0.794 -0.892 0.502
H 1.278 1.571 0.328 0.337
H -0.432 1.183 0.466 0.282
H 0.250 -0.914 1.374 0.213
H 1.652 0.216 3.337 0.231
H 0.870 1.573 2.568 0.164

---

# 7
49
Properties=species:S:1:pos:R:3:mulliken_charge:R:1 method="wB97M-V/def2-TZVPD" e_homo_ev=-14.69 charge=+2 relative_energy_kj_mol=0.0 lumo_energy_ev=-7.447 multiplicity=1
Ti -0.258 0.096 -0.354 -0.012
C 3.775 -0.232 -0.452 -1.272
C 2.819 -0.837 0.510 0.192
N 1.491 -0.723 0.574 0.738
C 1.084 -1.523 1.641 -0.307
C 2.166 -2.104 2.217 -0.141
N 3.233 -1.657 1.490 -0.030
C 2.422 -3.041 3.359 0.585
O 1.383 -3.460 4.048 -0.506
O 3.557 -3.362 3.570 -0.539
C -0.346 -1.649 1.917 1.343
O -0.824 -2.296 2.818 -0.790
O -1.069 -0.970 1.033 -0.056
H 3.281 0.456 -1.127 0.094
H 4.255 -1.018 -1.037 0.370
H 4.550 0.312 0.088 0.396
H 4.185 -1.939 1.701 0.285
H 0.529 -3.090 3.732 0.378
O -1.493 1.147 -1.274 -0.410
N -1.383 1.638 -2.519 0.329
C -2.419 2.337 -3.026 -0.217
C -2.313 2.849 -4.290 -0.797
C -1.139 2.632 -5.014 -0.184
C -0.099 1.915 -4.459 -0.899
C -0.224 1.409 -3.169 0.888
S 1.004 0.530 -2.320 -0.446
H -3.276 2.435 -2.377 0.509
H -3.139 3.408 -4.702 0.447
H -1.043 3.028 -6.016 0.435
H 0.819 1.736 -4.999 0.465
N -2.446 -3.078 -0.108 -0.294
C -1.663 -3.167 -1.163 0.903
N -1.680 -4.264 -1.905 -0.395
S -0.576 -1.917 -1.738 -0.316
H -3.050 -3.838 0.167 0.217
H -2.382 -2.273 0.498 0.080
H -2.284 -5.045 -1.697 0.208
H -1.087 -4.328 -2.716 0.226
I 2.065 3.008 0.286 0.194
C 0.447 2.683 1.548 0.203
C 0.269 3.585 2.584 -0.682
C -0.829 3.448 3.413 -0.286
C -1.722 2.417 3.166 -0.907
C -1.463 1.554 2.127 -0.189
N -0.383 1.655 1.320 0.310
H 0.982 4.384 2.729 0.447
H -0.988 4.140 4.230 0.425
H -2.605 2.272 3.772 0.467
H -2.135 0.734 1.925 0.544